174
Properties=species:S:1:pos:R:3 method="wB97M-V/def2-TZVPD" lumo_energy_ev=0.419 de_lowest_ev=5.735 homo_ev=-7.577 homo_lumo_gap_ev=8.00 total_charge=0 e_tot_ha=-2812.977171
C -2.9781 1.7443 3.3177
C -3.5926 3.1761 3.7485
C -3.5178 3.1917 5.2474
C -3.8463 4.5399 5.8540
C -2.7313 5.5544 5.3605
C -2.6712 5.6513 3.7690
N -2.7865 4.2627 3.1858
O -2.7042 4.2147 1.8345
C -3.8505 6.5686 3.2110
C -1.3747 6.3778 3.4042
C -5.0186 3.1697 3.1595
H -2.8004 1.6515 2.2463
H -3.6051 0.8780 3.5285
H -2.0420 1.4780 3.8086
H -4.1684 2.3765 5.5642
H -2.5284 2.8167 5.5094
H -3.8595 4.3920 6.9338
H -4.8586 4.8213 5.5639
H -1.7736 5.1944 5.7364
H -2.9099 6.5583 5.7456
H -4.0122 6.5328 2.1336
H -4.7432 6.1273 3.6543
H -3.9735 7.6263 3.4438
H -1.2546 7.3843 3.8052
H -0.4639 5.8463 3.6802
H -1.3948 6.5225 2.3241
H -5.6076 2.3290 3.5260
H -4.8917 3.1431 2.0773
H -5.5566 4.0958 3.3623
H -1.9382 3.6467 1.7238
C 3.2842 2.9679 2.8013
C 2.3076 2.3383 3.7460
C 1.7240 1.1557 3.1057
C 2.5875 -0.1129 2.9279
C 3.0832 -0.4966 4.3084
C 3.7644 0.6341 5.1170
N 3.0304 1.9670 4.9871
O 3.3760 2.9787 5.7313
C 3.8490 0.2003 6.5910
C 5.2387 0.8393 4.5596
C 1.0437 3.1682 4.0852
H 2.7231 3.4030 1.9743
H 4.1053 2.3504 2.4371
H 3.5607 3.8380 3.3969
H 1.0124 0.7487 3.8241
H 1.1548 1.3175 2.1903
H 3.3227 -0.0733 2.1242
H 1.9293 -0.9257 2.6208
H 3.5571 -1.4266 3.9944
H 2.3371 -0.8794 5.0048
H 4.2676 1.0104 7.1882
H 2.8718 -0.0807 6.9838
H 4.4442 -0.7020 6.7310
H 5.5225 1.7090 5.1522
H 5.8162 -0.0817 4.6396
H 5.1028 1.0601 3.5009
H 1.2511 4.2053 4.3487
H 0.6402 2.7947 5.0264
H 0.2486 3.0720 3.3459
H 2.5611 3.0791 6.2289
C 4.9046 -7.9926 -3.2986
C 4.7065 -6.4440 -3.5793
C 4.6023 -6.2615 -5.1247
C 3.2695 -6.6176 -5.7595
C 2.0857 -5.7714 -5.0781
C 2.1119 -5.9867 -3.4779
N 3.5180 -5.8161 -2.9328
O 3.6010 -5.8043 -1.5350
C 1.3150 -4.8000 -2.9209
C 1.5463 -7.2977 -3.0302
C 6.0535 -5.6665 -3.1227
H 4.7577 -8.2369 -2.2465
H 5.8549 -8.4765 -3.5242
H 4.1069 -8.5490 -3.7907
H 4.7918 -5.1998 -5.2828
H 5.3275 -6.9091 -5.6174
H 3.1396 -7.6985 -5.7078
H 3.3585 -6.4064 -6.8252
H 1.1882 -6.2302 -5.4930
H 2.0927 -4.7129 -5.3381
H 1.3255 -4.7710 -1.8313
H 1.5485 -3.7797 -3.2250
H 0.3022 -5.0454 -3.2403
H 0.5400 -7.4373 -3.4251
H 2.1887 -8.0709 -3.4516
H 1.5478 -7.4736 -1.9545
H 6.8790 -6.0616 -3.7148
H 6.2399 -5.7777 -2.0545
H 6.0795 -4.6198 -3.4255
H 3.3429 -4.8897 -1.3990
C 5.0906 -1.4269 -0.2118
C 3.8788 -2.3880 -0.1267
C 3.9461 -3.3124 1.1068
O 2.7221 -1.6221 -0.0080
H 4.9421 -0.7415 0.6227
H 5.0858 -0.8559 -1.1403
H 6.0436 -1.9491 -0.1264
H 3.9424 -2.9297 -1.0704
H 3.1582 -4.0619 1.0330
H 3.7568 -2.8060 2.0532
H 4.9874 -3.6317 1.1488
H 2.6319 -1.1370 -0.8315
C -0.0222 3.2820 -0.9402
C 1.2220 3.2291 -1.8378
C 2.5636 3.4019 -1.0240
O 1.2029 2.0222 -2.4987
H -0.0994 2.5328 -0.1522
H -0.8966 3.0039 -1.5285
H -0.1286 4.2777 -0.5097
H 1.2685 4.0103 -2.5966
H 2.7286 2.5064 -0.4248
H 2.7692 4.3304 -0.4913
H 3.3684 3.4646 -1.7564
H 0.3474 2.0558 -2.9329
C 2.8432 0.6132 -4.7473
C 2.6979 -0.5490 -3.6636
C 3.7120 -1.7620 -3.9300
O 2.9597 0.0059 -2.4596
H 2.8328 0.1745 -5.7450
H 3.7544 1.2103 -4.7822
H 2.0540 1.3463 -4.9142
H 1.6661 -0.8189 -3.8883
H 3.4515 -2.6526 -3.3581
H 4.7887 -1.5922 -3.9414
H 3.5673 -2.2180 -4.9093
H 2.2590 0.6551 -2.3639
C -3.6315 -0.1380 -4.2524
C -5.0665 0.0860 -4.6710
C -5.9583 0.0610 -3.3975
O -5.2706 1.3072 -5.3114
H -3.3756 0.5628 -3.4577
H -3.0276 0.0428 -5.1417
H -3.3685 -1.1251 -3.8724
H -5.3916 -0.7401 -5.3035
H -5.6578 0.7432 -2.6022
H -5.9034 -0.9131 -2.9114
H -6.9768 0.4148 -3.5573
H -6.1495 1.3780 -5.6911
C -4.8762 5.1709 -2.3738
C -4.7664 3.6592 -2.4613
C -4.6715 3.0627 -1.0675
O -5.8508 3.1470 -3.1561
H -5.4802 5.4904 -1.5246
H -5.1705 5.4565 -3.3837
H -3.9854 5.7522 -2.1356
H -3.8655 3.2901 -2.9514
H -3.9050 3.4484 -0.3953
H -4.4565 1.9945 -1.0377
H -5.6521 3.2584 -0.6338
H -5.6743 3.3549 -4.0765
C -6.1281 -1.7318 0.0491
C -5.2381 -2.1528 1.2255
C -4.9629 -3.6649 1.1935
O -4.0763 -1.4315 1.3761
H -6.9929 -2.3794 -0.0956
H -5.5495 -1.8936 -0.8603
H -6.3583 -0.6682 0.1111
H -5.9146 -1.9886 2.0643
H -4.4732 -3.8961 0.2476
H -5.9049 -4.2098 1.2555
H -4.3954 -3.9514 2.0789
H -3.8282 -1.4609 2.3030
C -0.8274 -0.1055 0.6491
C -1.2566 -0.2398 -0.8460
C -0.8780 -1.6642 -1.4853
O -2.6242 0.0507 -0.8838
H -0.8702 0.9708 0.8160
H 0.2615 -0.1509 0.6366
H -1.3210 -0.7491 1.3772
H -0.6759 0.5071 -1.3872
H -1.3672 -1.8924 -2.4322
H -1.3267 -2.4895 -0.9324
H 0.1989 -1.7970 -1.5889
H -3.0443 -0.5692 -0.2831